Record 1
Here is a molecular structure, C23H45Cl3MnN2O6PSi at a distorted geometry from the OMol25 dataset. Energies are from ωB97M-V/def2-TZVPD.

Each line ends with the Mulliken spin population.
Cartesian coordinates (Å):
Mn 0.08 0.35 -0.34  4.610
Cl -0.81 0.98 -4.22  0.001
Cl 0.49 2.58 -1.64  0.060
Cl -2.24 0.50 0.06  0.078
P 0.38 -0.77 2.02  0.038
Si -0.37 2.91 -3.61  0.007
O -0.92 -1.54 2.67  0.012
O 0.58 2.22 1.14  0.036
O -0.16 -1.21 -1.56  0.084
O 2.13 -0.12 -0.24  0.010
O 1.50 -1.95 1.98  0.007
O 0.83 0.20 3.25  0.005
N 2.93 -1.61 -1.79  0.010
N -0.02 4.43 1.37  0.001
C -0.44 -4.63 -4.53  -0.001
C -0.60 -4.05 -3.16  0.006
C -1.08 -3.17 -0.44  0.030
C 3.52 -2.93 -2.02  -0.001
C 1.46 3.37 -4.07  0.003
C -1.94 3.56 -2.70  0.001
C -0.98 -5.14 1.50  0.000
C -1.66 -1.96 -4.00  -0.003
C 1.90 -2.70 3.13  0.004
C 2.88 -1.08 -0.57  0.019
C 0.14 -3.75 -0.13  -0.005
C -2.25 -3.51 0.24  -0.002
C -1.08 5.42 1.28  0.000
C -2.20 -4.51 1.21  0.000
C 2.36 -0.95 -2.96  -0.006
C -0.28 3.14 1.11  0.008
C -1.13 -2.83 -2.94  0.008
C -1.15 -2.16 -1.58  -0.036
C 1.24 4.87 1.96  0.002
C 2.03 0.96 3.26  0.001
C -0.79 3.79 -5.35  0.000
C -2.04 -0.74 3.09  0.001
C 0.19 -4.75 0.84  0.002
H 2.01 0.05 -2.67  0.007
H 1.63 3.36 -5.15  0.000
H -1.76 4.56 -2.27  0.000
H 1.52 -1.54 -3.34  0.002
H -1.56 -2.34 -5.02  0.000
H 2.73 -3.69 -2.12  0.001
H 2.05 4.19 1.69  -0.001
H -2.80 3.64 -3.37  0.000
H -0.09 3.50 -6.14  0.000
H -1.02 -1.07 -3.89  -0.003
H -0.65 6.37 0.94  0.000
H 4.11 -2.93 -2.95  0.000
H 1.75 2.01 3.43  0.000
H 2.95 -2.46 3.34  0.000
H -2.76 -0.71 2.28  0.002
H 3.56 -1.53 0.18  0.004
H 1.15 -5.19 1.09  0.000
H -1.73 0.29 3.33  -0.001
H -2.12 -1.64 -1.52  -0.002
H 1.01 -3.44 -0.71  0.001
H -1.37 -5.11 -4.86  0.000
H 0.34 -5.39 -4.51  0.000
H -0.94 -5.93 2.25  0.000
H 2.65 0.63 4.09  0.001
H -1.53 5.59 2.27  0.000
H 1.67 4.39 -3.72  0.000
H -1.84 5.07 0.58  0.000
H 1.44 5.88 1.58  0.000
H -3.11 -4.78 1.76  0.000
H -2.24 2.90 -1.87  0.001
H -0.33 -4.69 -2.33  0.001
H -3.17 -2.99 -0.02  -0.001
H 2.22 2.71 -3.62  0.001
H -0.71 4.88 -5.23  0.000
H -0.18 -3.86 -5.28  0.000
H -1.79 3.56 -5.74  0.000
H 3.12 -0.87 -3.75  0.001
H -2.44 -1.22 3.99  0.001
H 1.81 -3.76 2.86  0.001
H -1.32 2.93 0.81  -0.006
H 2.61 0.90 2.32  -0.001
H 1.28 -2.49 4.00  -0.001
H 1.15 4.96 3.04  0.000
H 4.17 -3.19 -1.18  0.001
H -2.70 -1.64 -3.82  -0.001

Computed properties:
orbital gap (alpha / beta)	6.6 / 7.0	eV
HOMO level (alpha / beta)	-4.24 / -4.63	eV
spin multiplicity	6
LUMO level (alpha / beta)	0.0883 / 0.0883	hartree
ΔE to the lowest compared entry with this formula, charge and spin	0.00	kJ/mol
charge	-1

Record 2
Here is a molecular structure, C23H45Cl3N2O6PSiTi at a distorted geometry from the OMol25 dataset. Energies are from ωB97M-V/def2-TZVPD.

Each line ends with the Mulliken spin population.
Cartesian coordinates (Å):
Ti -0.76 -0.12 0.42  0.975
Cl -2.07 2.24 -0.08  0.009
Cl -2.57 -1.09 -0.60  0.011
Cl -1.57 0.61 2.54  -0.001
P -1.41 -2.35 2.22  -0.005
Si -3.82 2.56 1.15  -0.003
O -3.01 -2.57 2.31  0.000
O 0.15 -1.79 -0.19  -0.005
O -0.02 0.85 -0.99  -0.007
O -0.88 -3.80 1.73  -0.002
O 1.04 0.11 1.48  -0.024
O -0.98 -2.30 3.79  -0.001
N 1.48 -3.55 -0.60  0.007
N 2.40 1.86 0.92  0.006
C 3.67 -0.91 -2.06  0.000
C 1.46 -0.13 -2.60  -0.001
C -0.54 3.20 -2.93  0.000
C 2.61 -0.03 -1.84  0.002
C 3.75 2.40 0.78  0.000
C 2.30 4.12 -3.28  0.000
C -3.24 3.22 2.80  0.001
C -3.76 -1.94 3.36  0.002
C 0.45 -2.78 -0.92  0.008
C 3.55 -1.90 -3.04  0.000
C 0.41 -2.17 4.16  0.000
C -4.80 0.98 1.08  -0.001
C 2.37 -2.00 -3.79  0.000
C 0.34 0.88 -2.37  0.001
C -1.81 -4.83 1.35  0.001
C 1.91 2.71 -2.99  0.000
C 2.36 -3.13 0.49  0.003
C 1.31 -1.12 -3.56  0.001
C 1.31 2.85 0.91  0.006
C 0.65 2.30 -2.77  0.006
C 2.19 0.59 1.27  0.009
C 1.93 -4.63 -1.45  -0.002
C -4.79 3.97 0.39  0.000
H -2.39 -4.55 0.46  0.000
H -4.24 0.16 0.60  0.003
H 3.10 -0.04 1.38  0.003
H 2.69 0.80 -1.12  0.000
H -2.20 3.57 2.76  0.000
H 4.59 -0.80 -1.48  0.000
H 1.06 3.11 -0.13  -0.002
H -3.88 4.09 3.03  0.000
H 1.01 -2.98 3.72  0.000
H -0.13 -3.03 -1.83  0.004
H 3.85 3.30 1.39  0.000
H 2.27 -2.75 -4.57  0.000
H 1.16 -4.86 -2.19  0.000
H 2.86 -4.35 -1.98  0.000
H -0.28 4.08 -3.52  0.000
H 3.35 4.29 -2.99  0.000
H -1.18 -5.70 1.13  0.000
H -3.35 2.50 3.61  0.000
H -4.27 4.91 0.62  0.000
H 2.73 1.99 -3.07  0.000
H 0.84 -1.21 3.84  0.001
H 2.99 -2.28 0.17  0.000
H 2.23 4.35 -4.36  0.000
H -5.79 3.99 0.86  0.000
H -1.36 2.67 -3.44  0.000
H 4.48 1.65 1.10  0.000
H -5.71 1.16 0.48  0.000
H 1.67 4.84 -2.73  0.000
H -0.54 0.58 -2.95  -0.001
H 0.38 -1.15 -4.13  0.000
H -2.49 -5.10 2.17  0.000
H -4.79 -1.87 2.99  0.000
H 3.94 2.66 -0.27  0.000
H 0.45 -2.24 5.26  0.000
H 2.14 -5.51 -0.84  0.000
H 0.42 2.46 1.42  -0.001
H 1.76 -2.84 1.36  -0.001
H 3.00 -3.98 0.73  0.000
H 1.67 3.76 1.42  -0.001
H -3.73 -2.57 4.26  0.000
H -3.39 -0.93 3.58  -0.001
H -4.91 3.87 -0.70  0.000
H 4.39 -2.56 -3.24  0.000
H -0.90 3.52 -1.95  0.001
H -5.10 0.67 2.08  -0.001

Computed properties:
orbital gap (alpha / beta)	6.8 / 7.7	eV
HOMO level (alpha / beta)	-6.51 / -7.45	eV
spin multiplicity	2
LUMO level (alpha / beta)	0.0111 / 0.0110	hartree
ΔE to the lowest compared entry with this formula, charge and spin	33.87	kJ/mol
charge	0

Record 3
Here is 6 unconnected molecules or ions with the total composition C23H45ClFO8P at a distorted geometry from the OMol25 dataset. Energies are from ωB97M-V/def2-TZVPD.

Each line ends with the Mulliken charge.
Cartesian coordinates (Å):
Cl -4.50 -2.50 -1.08  -0.260
P 0.10 -4.82 -1.39  0.485
F 3.88 -4.51 -1.59  -0.371
O 0.65 -0.50 2.39  -0.595
O -3.05 -1.71 1.47  -0.505
O 0.23 5.14 1.94  -0.575
O 4.59 8.01 1.13  -0.543
O -0.71 -5.12 -0.20  -0.683
O 1.42 -2.49 -2.15  -0.313
O 1.92 -3.92 -3.79  -0.497
O -8.29 -5.38 -0.66  -0.557
C -1.32 -2.93 2.54  -0.869
C 0.39 6.77 0.21  -1.145
C 3.67 -3.37 -2.30  0.210
C 2.23 -3.31 -2.84  0.208
C 1.56 0.18 0.30  -0.939
C 4.08 -2.14 -1.54  -0.032
C 5.59 -2.29 -1.18  -1.364
C -8.11 -4.84 0.41  0.722
C -2.72 -2.77 -1.25  -0.068
C 0.94 5.90 1.33  0.894
C -9.11 -4.98 1.53  -1.103
C -3.11 -1.63 3.85  -1.320
C 0.08 -3.02 -1.85  0.443
C 5.00 9.86 -0.31  -1.155
C -2.54 -2.05 2.51  0.903
C 5.01 8.40 0.06  0.876
C -2.36 -2.65 -2.72  -0.713
C -0.13 1.60 1.61  -1.109
C 5.57 7.44 -0.96  -1.134
C 2.41 6.04 1.63  -0.999
C -6.88 -4.00 0.68  -0.829
C 0.69 0.34 1.52  0.938
C -0.84 -2.71 -3.03  -0.860
H -3.41 -2.50 4.43  0.357
H 0.54 7.82 0.45  0.332
H -9.49 -3.99 1.81  0.311
H 3.00 5.78 0.75  0.197
H -0.51 -1.81 -3.52  0.483
H -1.02 -3.17 1.53  0.031
H 6.08 -1.33 -1.16  0.387
H -2.73 -1.69 -3.05  0.350
H 6.02 10.21 -0.49  0.346
H -6.32 -4.43 1.51  0.309
H -7.18 -2.98 0.92  0.372
H -3.99 -1.00 3.68  0.336
H 2.67 5.37 2.45  0.295
H 1.43 -5.26 -1.23  0.062
H 3.55 -2.04 -0.61  0.010
H 4.29 -3.41 -3.19  0.349
H -0.69 -3.50 -3.75  0.267
H 0.90 6.53 -0.73  0.305
H -1.53 -3.86 3.07  0.455
H -0.82 1.66 0.77  0.337
H -0.71 1.60 2.54  0.300
H 6.05 -2.91 -1.94  0.355
H -2.54 -3.74 -0.82  0.121
H 2.64 7.06 1.93  0.382
H 2.28 0.99 0.25  0.518
H -9.94 -5.60 1.21  0.306
H -2.89 -3.41 -3.27  0.348
H -0.67 6.57 0.09  0.330
H 3.99 -1.28 -2.17  0.408
H 5.52 6.42 -0.57  0.283
H -0.51 -2.40 3.04  0.286
H 0.94 0.18 -0.60  0.279
H 0.52 2.48 1.62  0.219
H -2.27 -1.97 -0.70  0.270
H 4.39 10.02 -1.20  0.329
H -6.25 -3.98 -0.21  0.152
H 4.99 7.49 -1.88  0.314
H 6.61 7.68 -1.17  0.373
H -0.19 -2.50 -0.94  0.010
H -0.41 -5.49 -2.53  0.085
H -2.37 -1.06 4.40  0.314
H 2.09 -0.77 0.36  0.036
H 4.58 10.44 0.51  0.302
H 5.71 -2.82 -0.25  0.338
H -8.64 -5.44 2.40  0.309

Computed properties:
orbital gap	9.4	eV
HOMO level	-9.14	eV
LUMO level	0.0105	hartree
SMILES	CC[C@@H](F)C(=O)O[C@@H](CCCCl)[PH2]=O.CC(C)=O.CC(C)=O.CC(C)=O.CC(C)=O.CC(C)=O
charge	0

Which formula does entry 3 have? C23H45ClFO8P

What is the charge in the third record? 0

The lowest charge belongs to which entry? C23H45Cl3MnN2O6PSi